Here is C25H20BrFeN6OS4 as an isolated structure in a non-equilibrium geometry from the OMol25 dataset. Energies are from ωB97M-V/def2-TZVPD.

```
! RIJCOSX wB97M-V def2-TZVPD def2/J DEFGRID3
* xyz 0 2
Fe -0.13 0.45 -0.06
C -4.58 1.54 -3.27
C -4.86 1.74 -1.92
C -4.05 1.20 -0.95
C -2.93 0.44 -1.29
C -2.65 0.24 -2.64
C -3.47 0.79 -3.62
N -2.03 -0.05 -0.31
C -2.56 -0.55 0.85
C -3.83 -1.15 1.00
C -4.21 -1.69 2.20
C -3.36 -1.65 3.33
C -2.12 -1.06 3.23
C -1.73 -0.52 2.00
N -0.55 0.13 1.76
N 0.28 0.44 2.73
C 1.34 1.13 2.21
C 2.32 1.66 3.06
C 3.30 2.45 2.52
C 3.31 2.70 1.14
C 2.33 2.13 0.36
N 1.38 1.34 0.87
H -5.21 1.98 -4.03
H -5.71 2.34 -1.63
H -4.25 1.40 0.10
H -1.78 -0.33 -2.93
H -3.24 0.62 -4.67
H -4.48 -1.20 0.14
H -5.17 -2.17 2.28
H -3.69 -2.09 4.26
H -1.44 -1.00 4.06
H 2.25 1.46 4.12
H 4.06 2.88 3.16
H 4.05 3.33 0.69
H 2.28 2.29 -0.71
O -1.18 5.00 -4.97
C -0.96 4.22 -4.08
S -0.02 2.73 -4.30
C -0.12 2.17 -2.65
C -0.82 2.96 -1.78
S -1.04 2.56 -0.13
S -1.52 4.43 -2.42
S 0.61 0.69 -2.21
N 2.96 -0.91 -0.36
H 3.38 -0.22 -0.98
H 2.99 -1.79 -0.86
H 3.58 -1.01 0.43
Br 1.99 -4.43 2.33
C 0.91 -3.68 0.99
C 0.19 -4.48 0.12
C -0.60 -3.86 -0.84
C -0.63 -2.47 -0.89
N 0.07 -1.71 -0.05
C 0.83 -2.31 0.87
H 0.24 -5.56 0.19
H -1.18 -4.43 -1.54
H -1.24 -1.95 -1.61
H 1.37 -1.66 1.56
*
```

Output
<S²>	0.766
E	-6798.96345	Eh
orbital gap (alpha / beta)	5.6 / 5.3	eV
ΔE to the lowest compared entry with this formula, charge and spin	0.0	kJ/mol

Just the natural (NBO) charges please, in e? Sure, here they are:
1. Fe 0.565
2. C -0.238
3. C -0.219
4. C -0.194
5. C 0.136
6. C -0.256
7. C -0.195
8. N -0.593
9. C 0.214
10. C -0.266
11. C -0.157
12. C -0.263
13. C -0.173
14. C 0.055
15. N -0.123
16. N -0.282
17. C 0.317
18. C -0.237
19. C -0.157
20. C -0.267
21. C 0.069
22. N -0.450
23. H 0.214
24. H 0.212
25. H 0.212
26. H 0.218
27. H 0.213
28. H 0.230
29. H 0.215
30. H 0.217
31. H 0.234
32. H 0.235
33. H 0.222
34. H 0.227
35. H 0.220
36. O -0.545
37. C 0.201
38. S 0.353
39. C -0.388
40. C -0.407
41. S 0.125
42. S 0.363
43. S -0.017
44. N -1.076
45. H 0.372
46. H 0.364
47. H 0.362
48. Br 0.079
49. C -0.129
50. C -0.178
51. C -0.243
52. C 0.074
53. N -0.427
54. C 0.039
55. H 0.236
56. H 0.232
57. H 0.230
58. H 0.223

---

Here is one molecule with the formula C22H30N4OS from the OMol25 dataset. Energies are from ωB97M-V/def2-TZVPD.

```
! RIJCOSX wB97M-V def2-TZVPD def2/J DEFGRID3
* xyz 0 1
C -5.80 0.77 4.72
C -5.02 -0.54 4.80
C -3.78 -0.47 3.97
C -2.59 0.02 4.50
C -1.45 0.12 3.73
C -1.47 -0.28 2.40
N -0.29 -0.12 1.67
C 0.16 -0.85 0.61
S -0.53 -2.27 0.11
N 1.26 -0.36 -0.02
C 1.97 -1.18 -0.98
C 1.37 -1.14 -2.39
C 1.38 0.26 -3.01
N 0.90 0.37 -4.37
C 1.70 -0.31 -5.37
C 1.23 0.14 -6.75
O -0.13 -0.16 -6.94
C -0.92 0.46 -5.95
C -0.50 0.02 -4.55
C 1.82 0.95 0.29
C 2.74 0.88 1.49
C 4.12 0.78 1.35
C 4.90 0.66 2.49
C 4.28 0.66 3.73
C 2.90 0.77 3.77
N 2.15 0.87 2.68
C -2.65 -0.75 1.85
C -3.79 -0.85 2.63
H -6.08 0.98 3.69
H -6.71 0.72 5.32
H -5.19 1.60 5.08
H -5.66 -1.36 4.45
H -4.76 -0.74 5.85
H -2.56 0.33 5.54
H -0.54 0.50 4.16
H 0.43 0.42 2.16
H 1.94 -2.22 -0.63
H 3.01 -0.85 -1.01
H 1.94 -1.83 -3.01
H 0.34 -1.51 -2.33
H 0.76 0.93 -2.40
H 2.41 0.65 -3.01
H 2.75 -0.04 -5.23
H 1.61 -1.41 -5.30
H 1.77 -0.39 -7.54
H 1.39 1.22 -6.85
H -1.95 0.17 -6.16
H -0.83 1.55 -6.03
H -1.10 0.54 -3.80
H -0.67 -1.07 -4.45
H 2.37 1.30 -0.58
H 1.00 1.65 0.50
H 4.58 0.79 0.37
H 5.97 0.58 2.41
H 4.85 0.57 4.64
H 2.36 0.77 4.70
H -2.69 -1.05 0.81
H -4.70 -1.22 2.19
*
```

Output
E	-1548.76929	Eh
orbital gap	8.1	eV
ΔE to the lowest compared entry with this formula, charge and spin	182.0	kJ/mol
SMILES	CCc1ccc(NC(=S)N(CCCN2CCOCC2)Cc2ccccn2)cc1

Just the natural (NBO) charges please, in e? Sure, here they are:
1. C -0.593
2. C -0.414
3. C -0.026
4. C -0.215
5. C -0.193
6. C 0.132
7. N -0.641
8. C 0.311
9. S -0.268
10. N -0.430
11. C -0.211
12. C -0.447
13. C -0.203
14. N -0.448
15. C -0.252
16. C -0.069
17. O -0.523
18. C -0.070
19. C -0.254
20. C -0.260
21. C 0.214
22. C -0.247
23. C -0.152
24. C -0.255
25. C 0.062
26. N -0.469
27. C -0.208
28. C -0.207
29. H 0.205
30. H 0.204
31. H 0.203
32. H 0.206
33. H 0.204
34. H 0.205
35. H 0.199
36. H 0.438
37. H 0.242
38. H 0.186
39. H 0.205
40. H 0.237
41. H 0.192
42. H 0.180
43. H 0.201
44. H 0.169
45. H 0.190
46. H 0.164
47. H 0.192
48. H 0.163
49. H 0.206
50. H 0.174
51. H 0.220
52. H 0.233
53. H 0.220
54. H 0.222
55. H 0.226
56. H 0.199
57. H 0.239
58. H 0.208

---

Here is C2H12N2O3 as an isolated structure in a non-equilibrium geometry from the OMol25 dataset. Energies are from ωB97M-V/def2-TZVPD.

```
! RIJCOSX wB97M-V def2-TZVPD def2/J DEFGRID3
* xyz 0 1
C -0.81 -0.35 -1.77
N 0.26 0.09 -2.58
C 0.58 1.44 -2.20
N 1.68 1.60 -1.13
H -1.66 0.23 -1.99
H -0.98 -1.42 -1.87
H -0.68 -0.12 -0.72
H -0.18 1.78 -1.66
H 0.84 2.13 -2.99
H 2.43 0.90 -1.24
H -1.45 -2.47 3.52
H -0.59 -1.54 2.49
O -1.55 -2.18 2.61
H -1.29 0.79 1.69
H 0.11 0.13 1.50
O -0.47 0.92 1.21
H 1.37 1.59 -0.21
H 1.14 -1.70 1.82
O 0.62 -1.07 2.36
*
```

Output
E	-418.36055	Eh
orbital gap	2.9	eV
ΔE to the lowest compared entry with this formula, charge and spin	731.2	kJ/mol

Just the natural (NBO) charges please, in e? Sure, here they are:
1. C -0.557
2. N 0.093
3. C -0.165
4. N -0.678
5. H 0.290
6. H 0.242
7. H 0.347
8. H 0.200
9. H 0.219
10. H 0.378
11. H 0.443
12. H 0.480
13. O -1.053
14. H 0.487
15. H 0.510
16. O -1.006
17. H 0.403
18. H 0.444
19. O -1.078

---

Question: Which formula does entry 3 have?
Answer: C2H12N2O3